--- w ---
Below is a cluster of 2 separate species, C3H7N2O in total, with properties calculated with ωB97M-V/def2-TZVPD.

```
! wB97M-V def2-TZVPD RIJCOSX def2/J DEFGRID3
* xyz 1 1
C -1.06 1.56 0.47
C -0.31 1.59 -0.70
N -0.28 0.22 -1.08
C -0.55 -0.53 -0.03
N -0.98 0.23 0.96
H -1.75 2.25 0.96
H 0.15 2.30 -1.36
H 0.37 -0.19 -1.79
H -0.68 -1.61 -0.07
H -1.15 0.12 1.95
H 2.05 -2.39 0.91
H 2.47 -1.63 -0.37
O 1.71 -1.91 0.15
*
```

Summary:
HOMO-LUMO gap = 10.94 eV
Highest occupied orbital energy = -14.315 eV



--- x ---
Below is the ion C3H7N2O with charge +1, with properties calculated with ωB97M-V/def2-TZVPD.

```
! wB97M-V def2-TZVPD RIJCOSX def2/J DEFGRID3
* xyz 1 1
C 1.47 0.80 -0.42
C 0.63 -0.80 1.17
C -1.79 0.19 -1.21
N -0.67 -0.37 -0.69
N 1.68 0.21 0.65
O -0.61 -0.37 0.67
H 1.89 1.72 -0.84
H 0.75 -1.93 1.07
H 0.61 -0.64 2.21
H -2.32 1.01 -0.50
H -1.52 0.58 -2.14
H -2.61 -0.50 -1.40
H 2.49 0.10 1.41
*
```

Summary:
HOMO-LUMO gap (alpha / beta) = 7.55 / 9.05 eV
Highest occupied orbital energy (alpha / beta) = -13.709 / -14.241 eV



Most stable structure: w



--- w ---
Below is the ion C3H7N2O with charge +1, with properties calculated with ωB97M-V/def2-TZVPD.

```
! wB97M-V def2-TZVPD RIJCOSX def2/J DEFGRID3
* xyz 1 1
C -2.97 -0.25 0.20
N -1.86 0.30 0.12
C -0.69 0.73 0.12
O -0.31 1.94 0.03
C 0.63 -0.37 0.18
N 1.75 0.47 0.01
H -3.46 -0.39 1.16
H -3.49 -0.57 -0.70
H 0.71 1.92 0.00
H 0.45 -1.09 -0.61
H 0.56 -0.84 1.16
H 2.42 0.48 0.77
H 2.22 0.39 -0.89
*
```

Summary:
HOMO-LUMO gap = 10.65 eV
Structure (SMILES) = C=[N+]=C(O)CN
Highest occupied orbital energy = -15.137 eV



--- x ---
Below is the ion C3H7N2O with charge +1, with properties calculated with ωB97M-V/def2-TZVPD.

```
! wB97M-V def2-TZVPD RIJCOSX def2/J DEFGRID3
* xyz 1 1
N -0.18 1.94 -0.18
C -0.17 0.67 0.10
C -1.86 0.12 0.63
O -2.45 -0.81 1.14
C 0.78 -0.22 -0.25
N 0.62 -1.73 -0.04
H -0.85 2.60 0.23
H 0.58 2.26 -0.87
H -2.36 1.05 0.41
H 1.75 0.13 -0.75
H 1.28 -2.11 0.73
H 0.72 -2.34 -0.94
H -0.42 -1.88 0.19
*
```

Summary:
HOMO-LUMO gap = 9.38 eV
Structure (SMILES) = N/C(C=O)=C/[NH3+]
Highest occupied orbital energy = -13.406 eV



--- y ---
Below is the ion C3H7N2O with charge +1, with properties calculated with ωB97M-V/def2-TZVPD.

```
! wB97M-V def2-TZVPD RIJCOSX def2/J DEFGRID3
* xyz 1 1
C -0.47 0.54 1.23
C 0.15 1.35 -0.88
C 0.18 -2.04 -0.05
N -0.33 -0.77 -0.35
N -0.19 1.57 0.57
O 0.59 0.04 -0.96
H -0.78 0.41 2.25
H -0.76 1.55 -1.46
H 0.97 2.00 -1.20
H 0.10 -2.62 -0.98
H 1.23 -2.06 0.26
H -0.47 -2.51 0.69
H -0.21 2.54 0.87
*
```

Summary:
HOMO-LUMO gap (alpha / beta) = 9.44 / 9.44 eV
Highest occupied orbital energy (alpha / beta) = -14.270 / -14.271 eV



Most stable structure: w



--- w ---
Below is a cluster of 2 separate species, C8H12N2O2 in total, with properties calculated with ωB97M-V/def2-TZVPD.

```
! wB97M-V def2-TZVPD RIJCOSX def2/J DEFGRID3
* xyz 0 1
C 0.71 -0.68 1.83
C 0.69 0.58 1.39
C -0.58 -1.48 1.43
C 2.89 -1.55 -2.68
C 2.32 -0.97 -1.64
C -1.65 -0.70 0.90
C -0.36 1.14 0.60
C -2.77 1.20 -0.12
N -1.62 0.52 0.50
N 0.01 2.21 -0.14
O -0.96 2.90 -0.63
O 1.15 2.73 0.01
H 1.32 -1.22 2.50
H 1.57 1.26 1.62
H -0.37 -2.03 0.49
H -0.85 -2.18 2.20
H 2.52 -1.23 -3.62
H 3.79 -2.06 -2.67
H 2.55 -1.07 -0.64
H 1.42 -0.37 -1.71
H -2.64 -1.19 1.05
H -2.63 1.27 -1.14
H -3.70 0.64 0.31
H -2.82 2.30 0.16
*
```

Summary:
HOMO-LUMO gap (alpha / beta) = 7.21 / 7.21 eV
Highest occupied orbital energy (alpha / beta) = -7.480 / -7.480 eV



--- x ---
Below is a cluster of 2 separate species, C8H12N2O2 in total, with properties calculated with ωB97M-V/def2-TZVPD.

```
! wB97M-V def2-TZVPD RIJCOSX def2/J DEFGRID3
* xyz 0 1
C 0.07 2.01 1.12
C 1.24 1.26 0.71
C -0.94 1.66 1.94
C 1.32 0.00 0.24
C 2.57 -0.71 0.03
C -0.47 -1.09 -0.28
C -0.42 -0.39 -2.66
C -1.17 -0.40 -1.36
N -0.62 -2.13 0.42
N -1.35 0.45 2.35
O 3.70 -0.30 0.24
O 2.40 -2.02 -0.35
H 0.21 3.07 0.96
H 2.14 1.84 0.90
H -1.65 2.52 2.08
H -0.33 -1.36 -3.17
H 0.47 0.09 -2.56
H -1.05 0.27 -3.31
H -2.14 -0.71 -1.65
H -1.33 0.66 -0.95
H 1.43 -2.16 -0.45
H -1.41 -2.74 0.31
H -1.87 0.58 3.21
H -0.80 -0.40 2.20
*
```

Summary:
HOMO-LUMO gap = 8.78 eV
Highest occupied orbital energy = -8.334 eV



Most stable structure: x



--- w ---
Below is a structure of composition C2H8N2O, with properties calculated with ωB97M-V/def2-TZVPD.

```
! wB97M-V def2-TZVPD RIJCOSX def2/J DEFGRID3
* xyz 0 1
C -1.44 -0.14 -0.02
C 0.96 -0.64 0.25
N -1.46 -0.46 -1.31
N 1.70 0.49 -0.26
O -1.43 1.14 0.38
H -1.46 1.20 1.34
H -1.76 -0.87 0.72
H -1.23 0.38 -1.85
H -0.05 -0.75 -0.65
H 1.27 1.37 0.00
H 2.66 0.51 0.08
H 1.45 -1.58 -0.02
H 0.80 -0.63 1.34
*
```

Summary:
HOMO-LUMO gap = 8.53 eV
Highest occupied orbital energy = -8.109 eV



--- x ---
Below is a cluster of 2 separate species, C2H8N2O in total, with properties calculated with ωB97M-V/def2-TZVPD.

```
! wB97M-V def2-TZVPD RIJCOSX def2/J DEFGRID3
* xyz 0 1
C 2.81 1.20 1.13
O 3.25 2.15 1.71
H 2.58 1.29 0.05
H 2.63 0.24 1.63
N -2.05 0.10 -1.40
C -2.32 -1.15 -0.66
N -1.09 -1.97 -0.50
H -2.98 0.23 -1.78
H -1.83 0.88 -0.79
H -3.08 -1.63 -1.28
H -2.77 -1.06 0.34
H -0.93 -2.12 -1.49
H -1.45 -2.82 -0.08
*
```

Summary:
HOMO-LUMO gap = 10.74 eV
Structure (SMILES) = C=O.NCN
Highest occupied orbital energy = -9.914 eV



Most stable structure: x